C21H28N4O2 | wB97M-V/def2-TZVPD

Positions of all 55 atoms, in Å:
1 C 4.028 2.869 3.167
2 C 3.407 1.473 3.342
3 C 4.402 0.482 3.957
4 C 5.492 0.079 2.969
5 C 4.838 -0.470 1.707
6 C 3.864 0.556 1.137
7 N 2.858 0.889 2.128
8 C 1.721 1.592 1.572
9 C 0.696 0.595 1.015
10 N -0.439 1.288 0.452
11 C -1.708 0.975 0.769
12 O -2.004 0.149 1.609
13 C -2.790 1.768 0.034
14 C -2.543 1.990 -1.460
15 N -2.134 0.760 -2.116
16 N -3.072 -0.157 -2.217
17 C -2.815 -1.309 -2.766
18 C -3.910 -2.282 -2.817
19 C -3.991 -3.232 -3.833
20 C -5.033 -4.140 -3.855
21 C -6.003 -4.115 -2.866
22 C -5.932 -3.169 -1.856
23 C -4.895 -2.256 -1.831
24 C -1.511 -1.596 -3.270
25 C -0.547 -0.652 -3.167
26 C -0.822 0.622 -2.548
27 O -0.013 1.526 -2.382
28 H 4.336 3.256 4.135
29 H 3.300 3.555 2.740
30 H 4.897 2.843 2.517
31 H 2.565 1.573 4.039
32 H 4.843 0.922 4.853
33 H 3.851 -0.413 4.252
34 H 6.113 0.941 2.719
35 H 6.139 -0.676 3.420
36 H 5.592 -0.716 0.958
37 H 4.285 -1.377 1.954
38 H 3.357 0.131 0.269
39 H 4.419 1.446 0.791
40 H 2.013 2.290 0.769
41 H 1.234 2.169 2.362
42 H 0.329 -0.050 1.815
43 H 1.163 -0.030 0.245
44 H -0.233 1.884 -0.339
45 H -3.720 1.214 0.172
46 H -2.897 2.737 0.526
47 H -3.469 2.331 -1.930
48 H -1.756 2.724 -1.641
49 H -3.254 -3.249 -4.622
50 H -5.090 -4.871 -4.649
51 H -6.812 -4.829 -2.885
52 H -6.686 -3.146 -1.084
53 H -4.823 -1.522 -1.045
54 H -1.300 -2.563 -3.701
55 H 0.461 -0.811 -3.517

SMILES string = C[C@@H]1CCCCN1CCNC(=O)CCn1nc(-c2ccccc2)ccc1=O
ΔE to the lowest compared entry with this formula, charge and spin = 24.20 kcal per mole
2S+1 = 1
Gap between HOMO and LUMO = 8.2 eV
Charge = 0
E_LUMO = -0.003 Eh